1.
{"formula": "C37H45BrClN9O4SSc", "method": "the ωB97M-V functional and the def2-TZVPD basis", "elements": ["Sc", "C", "N", "C", "C", "N", "C", "C", "C", "C", "C", "C", "N", "C", "N", "C", "C", "N", "C", "C", "N", "C", "C", "H", "H", "H", "H", "H", "H", "H", "H", "H", "H", "H", "H", "H", "H", "H", "H", "H", "H", "H", "H", "H", "H", "H", "H", "H", "H", "H", "H", "N", "C", "C", "C", "C", "C", "C", "S", "N", "C", "C", "C", "C", "C", "C", "N", "H", "H", "H", "H", "H", "H", "H", "H", "H", "Br", "C", "C", "C", "C", "Cl", "C", "C", "C", "O", "C", "C", "O", "O", "H", "H", "H", "H", "H", "H", "H", "H", "O"], "coordinates": [[0.14260, 0.52092, -0.55514], [1.36425, -4.82910, -0.13481], [1.62334, -3.41557, -0.14516], [2.94551, -2.97638, 0.26235], [0.63770, -2.44156, -0.26992], [0.82995, -1.45371, -1.09314], [1.89469, -1.32191, -2.03889], [2.47189, -2.44778, -2.63248], [3.54325, -2.37069, -3.50049], [4.08887, -1.12653, -3.77685], [3.48938, 0.00599, -3.26462], [2.33715, -0.02844, -2.46056], [1.70282, 1.15335, -2.03956], [1.72387, 2.27178, -2.71339], [1.47388, 3.43728, -2.07577], [1.26330, 3.44800, -0.61730], [0.75106, 4.51425, -2.74084], [2.05964, 2.33136, -4.05284], [1.43004, 1.43312, -4.99708], [2.86304, 3.37903, -4.62455], [-0.45297, -2.63647, 0.59407], [-1.70864, -1.80724, 0.65497], [-0.14436, -3.19032, 1.91497], [2.16177, -5.33226, -0.69262], [0.41670, -5.03909, -0.63010], [1.33864, -5.28473, 0.86278], [3.71455, -3.41067, -0.38392], [3.14532, -3.27542, 1.29865], [2.99938, -1.88835, 0.21308], [2.06274, -3.41709, -2.38925], [3.95758, -3.27361, -3.93073], [4.96652, -1.03154, -4.40457], [3.90623, 0.97385, -3.50061], [2.01633, 2.84552, -0.11597], [0.26880, 3.13059, -0.30219], [1.30336, 4.49948, -0.33082], [0.98403, 4.57416, -3.79617], [1.03050, 5.45935, -2.27287], [-0.32140, 4.35332, -2.63100], [0.82025, 0.70692, -4.46757], [2.18399, 0.91016, -5.59518], [0.76617, 1.99567, -5.66219], [3.42501, 3.88817, -3.84311], [2.28276, 4.12434, -5.18210], [3.57289, 2.93015, -5.32878], [-2.04897, -1.54367, -1.90859], [-1.53050, -0.93741, 0.10592], [-2.50951, -2.53293, 0.84034], [0.54016, -4.02331, 1.86760], [-1.07146, -3.55294, 2.35916], [0.28399, -2.42601, 2.56811], [-4.46552, -2.35607, -1.20389], [-4.68743, -2.97187, -2.46530], [-5.44970, -4.12893, -2.53946], [-5.75988, -4.68633, -3.76814], [-5.31615, -4.07280, -4.93376], [-4.56519, -2.91164, -4.86254], [-4.24120, -2.35075, -3.62978], [-3.38738, -0.82587, -3.51437], [-2.83451, -0.89254, -1.88435], [-3.70686, -1.33456, -0.84337], [-1.91805, -1.04102, 2.01214], [-2.47960, -1.44236, 3.21277], [-1.97316, -0.86404, 4.36937], [-0.89868, 0.00887, 4.29694], [-0.40365, 0.35846, 3.04570], [-0.94779, -0.15433, 1.94781], [-5.00449, -2.75761, -0.44885], [-5.80643, -4.58809, -1.62344], [-6.35159, -5.59075, -3.81459], [-5.56267, -4.49501, -5.89922], [-4.22978, -2.41850, -5.76691], [-3.30290, -2.14686, 3.25202], [-2.39176, -1.13200, 5.33253], [-0.44070, 0.40951, 5.19365], [0.44847, 0.99869, 2.87135], [-1.43160, 1.83633, -2.65848], [-0.55603, 2.99212, 7.16091], [0.55604, 2.77610, 6.17601], [1.72090, 2.11454, 6.52741], [2.72420, 1.91781, 5.59050], [4.17656, 1.06206, 6.06402], [2.58303, 2.37272, 4.29562], [1.42411, 3.04540, 3.92734], [0.41296, 3.24482, 4.86011], [-0.75307, 3.87751, 4.61157], [-1.03037, 4.39356, 3.30058], [-1.39608, 3.28643, 2.27859], [-2.59919, 3.03430, 2.14791], [-0.40607, 2.74920, 1.70772], [-0.30234, 2.56457, 8.13122], [-1.48372, 2.54086, 6.80326], [-0.76429, 4.05615, 7.28716], [1.84735, 1.74398, 7.53724], [3.34992, 2.17829, 3.55848], [1.27042, 3.33000, 2.89507], [-0.17745, 4.98524, 2.95245], [-1.89613, 5.03357, 3.45292], [1.41135, 0.37882, 0.61577]], "forces_ev_per_angstrom": [[0.5, 1.7, 2.3], [0.0, 0.0, -0.2], [0.1, 0.0, 0.5], [0.0, 0.0, 0.1], [0.3, -0.2, 0.1], [-1.3, -0.5, -0.4], [-0.2, -0.1, -0.1], [0.0, 0.0, -0.1], [0.0, 0.0, 0.0], [0.0, 0.0, 0.0], [0.0, 0.0, 0.1], [0.2, -0.1, 0.0], [-0.1, -0.9, -0.1], [0.4, 0.1, -0.1], [-0.1, 0.0, 0.2], [0.3, 0.2, -0.5], [0.1, 0.0, 0.0], [-0.3, 0.2, 0.0], [0.0, 0.0, 0.0], [0.1, 0.0, 0.0], [0.4, 0.7, 0.1], [-0.1, -2.1, 3.8], [0.1, -0.1, 0.0], [0.0, 0.0, -0.1], [0.0, 0.0, 0.0], [0.1, 0.0, 0.0], [0.0, 0.0, 0.0], [0.0, 0.0, 0.0], [0.0, 0.0, 0.0], [0.0, 0.0, 0.0], [0.0, 0.0, 0.0], [0.0, 0.0, 0.0], [0.0, 0.0, 0.0], [-0.1, 0.0, 0.1], [-0.1, -0.2, -0.2], [0.3, -0.1, 0.3], [-0.1, -0.1, 0.0], [0.0, 0.0, 0.0], [-0.1, 0.0, 0.0], [0.0, 0.0, 0.0], [0.0, 0.0, 0.0], [0.0, 0.0, 0.0], [0.0, 0.0, 0.0], [0.0, 0.0, 0.0], [0.0, 0.0, 0.0], [0.3, 0.3, 0.3], [-1.2, 0.3, -2.1], [-0.3, 0.0, -2.1], [0.0, 0.0, 0.0], [0.0, 0.0, 0.0], [-0.1, 0.0, 0.0], [-0.6, 0.1, 0.0], [0.0, 0.0, -0.2], [0.1, -0.1, 0.1], [0.0, 0.0, 0.0], [0.0, 0.0, 0.0], [0.0, 0.0, 0.0], [0.0, 0.0, 0.0], [-0.3, 0.3, 0.1], [0.2, -0.7, -0.6], [-0.5, -0.2, -0.1], [2.5, -0.8, -0.8], [-0.5, 0.1, -0.1], [-0.1, 0.0, 0.0], [0.1, 0.1, 0.0], [-0.2, -0.1, -0.1], [0.5, 1.4, 0.4], [-0.2, 0.1, -0.1], [0.0, 0.0, 0.0], [0.0, 0.0, 0.0], [0.0, 0.0, 0.0], [0.0, 0.0, 0.0], [0.1, -0.1, 0.0], [0.0, 0.0, 0.0], [0.0, 0.0, 0.0], [-0.1, 0.0, 0.1], [0.0, 0.0, 0.0], [0.0, 0.0, 0.0], [0.0, 0.0, 0.0], [0.0, 0.0, 0.0], [0.0, 0.0, 0.0], [0.0, 0.0, 0.0], [0.0, 0.0, 0.0], [0.1, 0.1, 0.0], [0.1, 0.0, 0.1], [-0.1, -0.1, 0.0], [-0.1, 0.1, 0.0], [0.0, -0.1, 0.0], [0.0, 0.0, 0.0], [-0.3, 0.2, -0.4], [0.0, 0.0, 0.0], [0.0, 0.0, 0.0], [0.0, 0.0, 0.0], [0.0, 0.0, 0.0], [0.0, 0.0, 0.0], [0.0, 0.0, 0.0], [0.0, 0.0, 0.0], [0.0, 0.0, 0.0], [0.2, 0.3, -0.1]], "largest_force_ha_per_bohr": 0.0837, "e_lumo_ev": 2.04, "orbital_gap_ha": 0.2524, "homo_energy_ev": -4.83, "charge": -1, "e_above_lowest_ev": 0.0000, "energy_ev": -174800.7648}

2.
{"formula": "C37H45CdN9O5S3SeSi", "method": "the ωB97M-V functional and the def2-TZVPD basis", "elements": ["Cd", "S", "C", "C", "C", "C", "N", "C", "C", "C", "S", "C", "N", "H", "H", "C", "S", "C", "O", "H", "H", "H", "H", "H", "H", "C", "N", "C", "C", "N", "C", "C", "Se", "H", "H", "H", "H", "H", "H", "H", "H", "C", "Si", "C", "C", "O", "H", "H", "H", "H", "H", "H", "H", "H", "H", "C", "C", "N", "C", "C", "C", "C", "C", "C", "C", "C", "N", "C", "N", "H", "H", "H", "H", "H", "H", "H", "H", "H", "C", "C", "C", "C", "C", "C", "O", "N", "C", "O", "N", "C", "O", "H", "H", "H", "H", "H", "H", "H", "H", "H", "H", "H"], "coordinates": [[0.00574, 0.56402, -0.38258], [0.50217, 3.53449, -2.56359], [1.95995, 2.80119, -3.16777], [2.71493, 3.75661, -3.88183], [3.95191, 3.42812, -4.44319], [4.68157, 4.40561, -5.17685], [5.25608, 5.23206, -5.78151], [4.51249, 2.10687, -4.23765], [3.78136, 1.15812, -3.51642], [2.51074, 1.44847, -2.97662], [1.69786, 0.11531, -2.29372], [5.78061, 1.74709, -4.76641], [6.82524, 1.45215, -5.21572], [2.32102, 4.77257, -4.01736], [4.22528, 0.16924, -3.38142], [-1.06764, 0.77299, 3.56084], [-1.89857, 1.72370, 2.30811], [-2.87456, 0.47829, 1.50576], [-2.83452, 2.66015, 3.02468], [-1.78769, 0.64238, 4.36459], [-0.20349, 1.34957, 3.88238], [-0.77277, -0.18277, 3.14133], [-2.45218, -0.52793, 1.61133], [-2.99899, 0.75085, 0.45461], [-3.85219, 0.52990, 1.98997], [-4.28483, 0.69833, -3.02306], [-4.48815, 1.82337, -2.05759], [-5.66693, 2.60918, -1.99918], [-5.48156, 3.55935, -1.06541], [-4.18589, 3.38129, -0.53439], [-3.55093, 4.24486, 0.50430], [-3.59177, 2.30502, -1.12991], [-1.32294, 2.40719, -1.68503], [-4.42418, 1.07804, -4.04403], [-5.03310, -0.07388, -2.84607], [-3.27409, 0.29309, -2.91722], [-6.51188, 2.45477, -2.67444], [-6.13591, 4.35496, -0.75532], [-4.14027, 5.15746, 0.59793], [-2.52867, 4.47461, 0.17283], [-3.50335, 3.73260, 1.47263], [1.47193, 4.68014, 0.53455], [1.72956, 3.15169, 1.59625], [1.36012, 3.66124, 3.37205], [3.56828, 2.85470, 1.52562], [0.80625, 1.86864, 1.18634], [1.83246, 5.54207, 1.10325], [0.41752, 4.86535, 0.31428], [2.01392, 4.64876, -0.41395], [1.94050, 4.56281, 3.61283], [1.64341, 2.86854, 4.06509], [0.31403, 3.91916, 3.53653], [4.07601, 3.80998, 1.70948], [3.87574, 2.50396, 0.54416], [3.90881, 2.15738, 2.29341], [4.17270, -0.55149, 1.75072], [3.14473, -0.53026, 0.80542], [1.92051, -0.95987, 1.09969], [1.62206, -1.45403, 2.29022], [2.59847, -1.50870, 3.33687], [3.90118, -1.03125, 3.02922], [2.32400, -1.99034, 4.68959], [1.33919, -2.85729, 5.06515], [0.52035, -3.71327, 4.21204], [-0.75484, -4.14224, 4.65192], [-1.47881, -4.96981, 3.81677], [-0.98613, -5.38429, 2.63979], [0.26201, -5.01681, 2.35760], [1.02987, -4.19007, 3.04457], [5.16752, -0.18424, 1.48229], [3.28389, -0.17590, -0.22227], [0.60876, -1.85706, 2.40147], [4.69086, -1.08559, 3.78844], [3.02662, -1.66042, 5.44965], [1.14646, -3.00352, 6.13439], [-1.15168, -3.81283, 5.61574], [-2.46027, -5.34773, 4.09320], [0.69393, -5.44594, 1.44282], [-3.38341, -3.17974, -3.44098], [-1.84720, -3.33205, -3.60037], [-1.03573, -3.19061, -2.30532], [0.49342, -3.39529, -2.60372], [1.40624, -3.43459, -1.36178], [-1.50176, -4.29792, -1.31405], [-1.74838, -5.45376, -1.64709], [-1.59180, -3.87300, 0.02303], [-1.31672, -2.57266, 0.55890], [-1.32411, -2.42638, 1.79681], [-1.11320, -1.61847, -0.38934], [-1.27231, -1.76022, -1.74959], [-1.40744, -0.79085, -2.52181], [-3.85643, -3.20545, -4.42204], [-3.62990, -2.22768, -2.97223], [-3.78007, -3.99227, -2.82325], [-1.49073, -2.56358, -4.30124], [-1.65240, -4.32880, -4.01669], [0.80705, -2.59544, -3.29085], [0.60444, -4.33831, -3.12865], [1.29271, -2.58248, -0.70193], [2.43992, -3.46557, -1.72307], [1.23718, -4.36509, -0.79530], [-1.76920, -4.62056, 0.71836]], "forces_ev_per_angstrom": [[0.5, 0.4, 0.1], [0.5, -0.3, -0.1], [0.7, -0.5, 0.1], [0.7, -0.6, -0.3], [0.3, -1.2, 0.6], [1.3, 1.9, -1.4], [-1.2, -1.8, 1.3], [-1.1, 1.0, 0.1], [0.0, 0.9, -0.2], [0.0, 1.6, -0.8], [-0.5, -0.9, 0.5], [2.4, -0.5, -1.2], [-2.2, 0.6, 1.0], [0.1, -0.6, 0.1], [-0.3, 0.3, 0.0], [-0.3, -0.1, 0.1], [0.8, 1.1, -0.8], [-0.8, -0.7, 0.4], [-0.4, -0.3, 0.5], [0.0, -0.1, 0.2], [0.0, 0.0, 0.0], [0.2, -0.1, 0.0], [0.0, 0.3, 0.0], [0.2, 0.0, 0.2], [-0.1, -0.1, 0.1], [0.0, 1.0, 0.6], [-0.8, 0.9, 0.6], [0.4, -0.7, -0.7], [1.0, 0.0, 0.3], [-0.8, -0.4, -0.5], [-0.1, -0.6, -0.6], [0.0, -0.4, -0.4], [-0.8, 0.5, -0.1], [0.1, 0.0, 0.3], [0.0, 0.0, 0.1], [-0.2, 0.2, 0.1], [0.4, 0.0, 0.4], [0.0, 0.0, 0.1], [0.0, 0.0, -0.1], [-0.3, -0.1, 0.0], [-0.1, 0.1, -0.3], [0.0, 0.3, 0.2], [-1.5, -1.2, -0.9], [0.2, 0.4, 0.1], [0.4, 0.2, 0.3], [1.1, 0.5, 0.3], [0.1, 0.2, 0.0], [0.0, -0.1, -0.1], [-0.1, -0.1, 0.1], [0.0, -0.1, 0.1], [0.0, 0.0, 0.1], [-0.2, -0.1, -0.1], [0.0, 0.0, 0.0], [0.1, -0.1, -0.2], [0.0, -0.1, -0.1], [0.1, -0.1, -0.1], [0.3, 0.0, 0.5], [-0.6, -0.2, -0.4], [1.2, 0.0, 0.8], [0.4, 0.4, -1.0], [-0.9, -0.3, -0.1], [-1.0, -1.2, -0.1], [1.1, 0.8, 0.2], [-0.8, -0.7, -0.8], [0.5, 0.3, 0.0], [0.5, 0.0, -0.5], [-0.2, -0.4, 0.6], [-0.1, 0.1, -0.2], [-0.2, 0.1, 1.1], [-0.4, -0.1, 0.1], [0.0, 0.0, 0.4], [0.4, 0.5, 0.1], [-0.3, 0.1, -0.2], [-0.3, 0.3, 0.1], [0.3, 0.1, -0.3], [0.1, -0.1, -0.3], [0.0, 0.2, -0.1], [-0.2, 0.3, 0.3], [0.8, -0.1, 0.3], [-0.4, -0.1, -0.4], [-0.8, -0.3, -0.1], [-0.3, 0.5, 0.6], [0.0, -0.6, -0.6], [0.2, 0.7, 0.6], [0.3, 1.2, 0.4], [-0.2, -1.1, 0.1], [-0.1, -0.3, -1.2], [0.1, -0.1, -1.7], [-0.1, 1.5, 0.8], [0.7, 0.0, -0.3], [0.0, -2.2, 1.6], [-0.1, -0.1, 0.0], [0.0, 0.0, 0.0], [0.0, 0.1, -0.1], [0.0, -0.3, 0.2], [0.1, 0.2, 0.0], [-0.1, -0.1, 0.3], [-0.2, -0.2, -0.2], [0.0, 0.2, 0.0], [-0.1, 0.1, 0.2], [0.0, 0.3, -0.1], [0.1, 0.7, -0.6]], "largest_force_ha_per_bohr": 0.0533, "e_lumo_ev": 3.15, "orbital_gap_ha": 0.1707, "homo_energy_ev": -1.50, "charge": -2, "energy_ev": -173046.1832}